Below is a 3-piece molecular cluster, C19H38N3O10P2 overall, with properties calculated with wB97M-V/def2-TZVPD.

Last column: Löwdin charge in e.
Element x y z (Å)
C 2.56 -0.13 -1.20  0.118
C 1.32 -0.56 -1.62  -0.080
C 0.09 0.20 -1.48  -0.107
C -1.01 -0.52 -0.92  -0.022
N -2.22 -0.07 -0.72  0.145
N -2.37 1.19 -1.10  0.068
C -1.44 1.99 -1.59  0.043
C -0.15 1.54 -1.81  -0.092
C 0.90 2.46 -2.37  -0.139
O 0.62 3.79 -1.94  -0.125
N 1.37 4.00 -0.69  0.027
O 0.67 4.23 0.19  0.129
H 3.09 -0.62 -0.39  0.091
H 3.09 0.67 -1.71  0.076
H 1.22 -1.57 -2.02  0.131
H -0.84 -1.55 -0.62  0.143
H -3.31 1.54 -0.99  0.187
H -1.72 3.00 -1.83  0.160
H 0.92 2.46 -3.46  0.153
H 1.87 2.17 -1.97  0.098
O -2.58 -3.61 -3.28  -0.242
P -3.91 -3.97 -3.78  0.433
O -3.85 -4.50 -5.28  -0.167
C -2.79 -5.36 -5.73  -0.263
C -3.14 -6.82 -5.55  -0.068
O -4.71 -2.59 -4.01  -0.179
C -4.17 -1.37 -3.54  -0.307
C -3.44 -0.64 -4.66  -0.067
O -5.20 -4.71 -3.21  -0.154
C -5.15 -5.97 -2.52  -0.242
C -3.98 -6.09 -1.56  -0.085
H -1.86 -5.12 -5.23  0.108
H -2.66 -5.14 -6.79  0.121
H -3.16 -7.08 -4.49  0.062
H -2.41 -7.45 -6.04  0.083
H -4.13 -7.03 -5.97  0.087
H -3.51 -1.54 -2.69  0.075
H -5.01 -0.76 -3.19  0.118
H -2.71 -1.29 -5.14  0.079
H -2.92 0.25 -4.28  0.057
H -4.15 -0.32 -5.43  0.082
H -5.14 -6.78 -3.25  0.109
H -6.08 -6.05 -1.97  0.122
H -3.02 -6.05 -2.08  0.064
H -4.03 -7.03 -1.02  0.086
H -4.00 -5.27 -0.84  0.085
O 3.90 4.61 5.90  -0.212
P 3.95 3.34 5.17  0.441
O 2.59 2.50 5.36  -0.178
C 1.30 3.10 5.42  -0.266
C 0.71 3.29 4.03  -0.082
O 5.00 2.39 5.92  -0.187
C 5.87 2.90 6.94  -0.273
C 5.30 2.64 8.31  -0.071
O 4.36 2.76 3.73  -0.166
C 3.98 3.36 2.50  -0.278
C 4.10 4.87 2.48  -0.078
H 1.32 4.06 5.94  0.115
H 0.69 2.42 6.01  0.120
H 1.24 4.07 3.49  0.059
H -0.34 3.59 4.08  0.079
H 0.78 2.37 3.45  0.075
H 6.06 3.96 6.79  0.106
H 6.82 2.38 6.82  0.118
H 4.28 3.01 8.39  0.076
H 5.90 3.12 9.08  0.080
H 5.27 1.57 8.51  0.077
H 2.96 3.05 2.26  0.090
H 4.63 2.94 1.73  0.117
H 3.44 5.34 3.21  0.068
H 3.84 5.26 1.49  0.076
H 5.12 5.18 2.72  0.091

Lowest unoccupied orbital energy = -5.2 eV
M = 530.47 g mol⁻¹
Net charge = +1
Gap between HOMO and LUMO = 6.750 eV

Below is the molecule C4H7NO, with properties calculated with wB97M-V/def2-TZVPD.

Last column: natural (NBO) charge in e.
Element x y z (Å)
N 2.16 -0.01 -0.71  -0.694
C 1.44 0.46 0.19  0.542
O 1.17 1.54 0.95  -0.466
C 0.24 0.36 0.96  0.012
C -1.05 -0.96 -0.57  -0.615
C -1.06 0.38 0.19  -0.435
H -0.02 -1.19 -0.87  0.233
H 2.91 0.61 -1.00  0.358
H 0.25 -0.20 1.90  0.204
H -1.66 -0.93 -1.47  0.218
H -1.40 -1.78 0.07  0.206
H -1.93 0.48 0.85  0.213
H -1.06 1.23 -0.50  0.224

Lowest unoccupied orbital energy = 1.1 eV
M = 85.11 g mol⁻¹
SMILES = [H]/N=C1\O[C@H]1CC
Energy relative to the best compared isomer or geometry (same formula, charge and spin) = 2.336 eV
Gap between HOMO and LUMO = 11.383 eV

Below is the molecule C3H5NO3, with properties calculated with wB97M-V/def2-TZVPD.

Last column: natural (NBO) charge in e.
Element x y z (Å)
C -0.83 1.06 0.10  0.175
C -1.52 -0.28 0.02  -0.153
C 1.32 0.10 0.03  0.878
N 0.44 1.17 0.14  -0.458
O -0.51 -1.25 -0.14  -0.697
O 2.23 0.37 -0.91  -0.642
O 1.52 -0.83 0.86  -0.690
H -1.33 1.99 0.39  0.196
H -2.28 -0.34 0.77  0.200
H -2.07 -0.37 -0.92  0.215
H 2.91 -0.28 -0.76  0.499
H 0.13 -1.33 0.42  0.478

Lowest unoccupied orbital energy = 0.5 eV
M = 103.08 g mol⁻¹
SMILES = O=C(O)/N=C\CO
Energy relative to the best compared isomer or geometry (same formula, charge and spin) = 2.769 eV
Gap between HOMO and LUMO = 10.777 eV

Below is a 15-piece molecular cluster, C45H105N15O15 overall, with properties calculated with wB97M-V/def2-TZVPD.

Last column: Mulliken spin population.
Element x y z (Å)
C 6.40 3.56 0.40  0.001
O 7.32 4.24 0.89  0.000
N 6.47 2.22 0.25  0.000
C 5.30 1.53 -0.27  0.000
C 7.68 1.42 0.47  0.000
H 5.43 3.93 0.04  0.000
H 5.38 1.24 -1.32  0.000
H 4.33 2.02 -0.29  0.000
H 5.08 0.58 0.21  0.000
H 7.82 0.73 -0.36  0.000
H 8.54 2.07 0.33  0.000
H 7.70 0.94 1.45  0.000
C 2.39 2.37 -2.89  0.015
O 3.26 1.53 -3.26  0.003
N 1.75 3.15 -3.82  -0.030
C 0.80 4.25 -3.56  0.009
C 2.06 3.24 -5.25  0.003
H 1.95 2.61 -1.91  -0.005
H -0.02 4.29 -4.28  -0.012
H 1.45 5.11 -3.71  0.002
H 0.49 4.18 -2.52  0.025
H 2.62 4.16 -5.45  -0.007
H 2.69 2.43 -5.63  0.008
H 1.22 3.24 -5.94  0.002
C 1.63 4.45 0.58  -0.005
O 2.03 3.29 0.44  0.001
N 1.98 5.51 -0.18  -0.008
C 1.24 6.81 -0.04  0.012
C 3.06 5.60 -1.10  -0.004
H 0.81 4.72 1.26  0.007
H 0.49 6.88 0.74  0.000
H 0.76 7.10 -0.97  -0.001
H 1.87 7.66 0.23  -0.004
H 2.60 5.74 -2.08  0.003
H 3.80 6.39 -1.00  0.001
H 3.57 4.65 -1.27  -0.001
C -2.04 1.48 -6.67  0.254
O -0.85 1.64 -6.47  -0.096
N -2.94 1.62 -5.69  -0.772
C -4.30 1.39 -6.09  0.481
C -2.68 1.72 -4.25  0.453
H -2.50 1.19 -7.62  0.044
H -4.94 2.08 -5.54  0.159
H -4.71 0.43 -5.78  -0.144
H -4.62 1.57 -7.11  -0.146
H -2.72 0.74 -3.79  0.257
H -1.67 2.03 -3.98  0.148
H -3.39 2.44 -3.84  -0.140
C -4.67 -2.21 1.97  -0.007
O -4.00 -1.24 2.34  0.071
N -4.13 -3.43 1.82  -0.190
C -5.00 -4.49 1.26  0.192
C -2.71 -3.69 2.17  0.000
H -5.75 -2.09 1.82  -0.023
H -5.21 -5.21 2.05  0.012
H -4.35 -5.03 0.58  0.036
H -5.86 -4.21 0.65  -0.104
H -2.53 -4.36 3.01  -0.013
H -2.22 -4.04 1.26  0.009
H -2.14 -2.81 2.45  0.037
C -2.73 4.64 1.54  0.096
O -1.90 5.54 1.35  -0.049
N -3.69 4.67 2.52  -0.247
C -4.77 3.67 2.49  -0.066
C -3.75 5.81 3.45  0.041
H -2.99 3.83 0.84  0.086
H -4.58 3.03 1.63  0.229
H -5.61 4.31 2.20  -0.097
H -4.91 3.16 3.44  0.035
H -4.70 6.32 3.30  -0.015
H -3.73 5.57 4.51  -0.005
H -2.95 6.53 3.31  0.026
C -3.48 -1.12 6.15  0.005
O -4.29 -1.03 7.10  -0.003
N -3.01 -0.07 5.41  -0.009
C -2.03 -0.19 4.43  -0.011
C -3.62 1.28 5.52  0.019
H -2.96 -2.07 5.94  0.003
H -2.37 0.36 3.55  0.013
H -1.73 -1.20 4.18  0.004
H -1.15 0.40 4.71  -0.004
H -4.35 1.43 4.72  -0.012
H -4.16 1.40 6.46  0.002
H -2.93 2.13 5.45  0.001
C -0.17 -3.57 5.19  0.001
O -1.35 -3.96 5.26  -0.001
N 0.74 -3.70 6.16  0.000
C 2.12 -3.35 6.01  0.000
C 0.32 -4.39 7.42  0.000
H 0.23 -3.02 4.33  0.001
H 2.64 -3.06 6.93  0.000
H 2.27 -2.39 5.51  0.000
H 2.72 -4.09 5.48  0.000
H -0.73 -4.24 7.67  0.000
H 0.67 -5.42 7.50  0.000
H 0.68 -3.84 8.28  0.000
C 1.29 -2.48 -6.73  0.004
O 0.80 -3.56 -6.54  -0.004
N 1.31 -1.50 -5.76  0.020
C 1.86 -0.17 -5.99  0.004
C 0.74 -1.71 -4.40  -0.027
H 1.52 -2.06 -7.72  0.000
H 1.14 0.64 -5.87  -0.001
H 2.40 -0.05 -6.92  -0.001
H 2.58 -0.10 -5.17  0.000
H -0.23 -1.23 -4.28  -0.020
H 0.58 -2.76 -4.14  0.005
H 1.43 -1.24 -3.71  0.031
C 3.34 0.44 5.49  0.000
O 3.96 0.89 6.48  0.000
N 3.76 0.73 4.26  -0.001
C 3.24 0.04 3.12  0.001
C 4.95 1.54 4.04  0.000
H 2.49 -0.25 5.58  0.000
H 2.24 -0.32 3.38  0.000
H 3.95 -0.74 2.84  0.000
H 3.10 0.75 2.31  0.000
H 5.87 1.01 4.28  0.000
H 5.05 1.82 2.99  0.000
H 5.04 2.44 4.64  0.000
C -5.06 0.82 -0.54  -0.918
O -3.95 1.02 -1.11  0.629
N -6.27 0.62 -1.20  -1.791
C -7.49 0.23 -0.52  1.106
C -6.44 1.01 -2.63  1.425
H -5.14 0.68 0.55  0.235
H -8.06 -0.42 -1.18  -0.195
H -8.14 1.09 -0.38  -0.248
H -7.46 -0.42 0.36  0.156
H -7.14 1.84 -2.72  -0.604
H -5.59 1.44 -3.16  0.566
H -6.96 0.23 -3.19  -0.206
C -0.66 -0.43 1.36  -0.057
O -0.24 -1.39 1.98  0.010
N -0.06 0.06 0.21  -0.014
C -0.61 1.12 -0.60  -0.116
C 1.24 -0.41 -0.29  0.024
H -1.59 0.07 1.66  0.027
H 0.03 2.00 -0.58  0.042
H -1.58 1.43 -0.20  0.046
H -0.75 0.83 -1.64  0.046
H 0.97 -0.66 -1.32  -0.006
H 1.87 0.47 -0.23  0.002
H 1.79 -1.18 0.26  0.000
C 3.97 -1.74 -2.44  0.003
O 4.15 -1.48 -1.24  0.000
N 4.00 -2.99 -2.90  -0.002
C 4.10 -3.21 -4.35  -0.002
C 4.26 -4.14 -2.04  0.001
H 3.84 -0.99 -3.23  -0.001
H 5.13 -3.51 -4.54  0.000
H 3.87 -2.38 -5.02  0.002
H 3.56 -4.06 -4.75  0.000
H 4.97 -3.96 -1.23  0.000
H 3.26 -4.40 -1.69  0.000
H 4.78 -4.86 -2.67  0.000
C -1.03 -3.05 -1.49  0.132
O 0.02 -3.69 -1.83  -0.007
N -2.01 -2.84 -2.32  -0.540
C -3.22 -2.27 -1.81  0.009
C -2.21 -3.36 -3.64  0.137
H -1.17 -2.55 -0.52  0.020
H -3.92 -3.11 -1.75  -0.261
H -3.73 -1.58 -2.48  0.364
H -3.22 -1.88 -0.79  0.294
H -2.87 -4.23 -3.67  0.006
H -2.81 -2.62 -4.18  0.092
H -1.34 -3.77 -4.15  0.013
C 3.54 -3.51 2.31  0.000
O 4.02 -3.47 3.42  0.000
N 2.45 -4.19 1.98  -0.001
C 1.94 -4.06 0.68  0.001
C 1.98 -5.26 2.86  -0.001
H 3.86 -2.86 1.48  0.000
H 2.41 -4.80 0.02  0.001
H 2.00 -3.11 0.16  -0.001
H 0.88 -4.33 0.69  -0.001
H 0.89 -5.25 2.91  0.000
H 2.28 -6.27 2.57  0.000
H 2.51 -5.14 3.81  0.000

Lowest unoccupied orbital energy (alpha / beta) = 2.0 / 1.9 eV
⟨S²⟩ = 0.75
2S+1 = 2
M = 1096.43 g mol⁻¹
Net charge = -1
Energy relative to the best compared isomer or geometry (same formula, charge and spin) = 10.079 eV
Gap between HOMO and LUMO (alpha / beta) = 1.970 / 9.030 eV